Below is a single C3H5N3O molecule in a non-equilibrium geometry, with properties calculated with wB97M-V/def2-TZVPD.

LUMO = 0.5 eV
Kohn-Sham gap = 9.84 eV
Spin multiplicity = 1
SMILES = [O-][NH2+]n1cccn1

Positions of all 12 atoms, in Å:
C (-1.6047, 0.9291, -0.1414)
C (-0.2182, 0.9311, 0.0157)
C (-1.8025, -0.4957, -0.1823)
N (0.2868, -0.3129, 0.0079)
N (-0.7414, -1.2240, -0.0573)
N (1.9496, -0.5318, 0.1602)
O (2.6316, 0.5088, -0.0760)
H (-2.3409, 1.6736, -0.1635)
H (0.4208, 1.8793, 0.0440)
H (-2.6431, -1.1837, -0.0809)
H (2.0490, -0.8481, 1.0887)
H (2.0130, -1.3258, -0.6153)